Below is C4H7N3O in the gas phase in a non-equilibrium geometry, with properties calculated with wB97M-V/def2-TZVPD.

Last column: Mulliken charge in e.
Element x y z (Å)
C  -0.673  -0.987  -0.011  0.418
C  0.804  1.569  0.479  -0.573
C  0.839  0.605  -0.708  0.040
C  0.762  -0.726  -0.074  -0.048
H  -2.276  -1.755  -0.022  0.287
H  -1.239  -0.213  1.699  0.285
H  -1.152  1.981  0.118  0.277
H  0.917  2.572  0.237  0.368
H  1.539  1.283  1.278  0.278
H  0.056  0.829  -1.436  0.300
H  1.303  -0.859  0.844  0.294
N  -1.390  -1.955  -0.450  -0.678
N  -1.263  0.107  0.727  -0.361
N  -0.683  1.421  0.839  -0.455
O  1.726  -0.452  -1.081  -0.433

Forces on the atoms, in the same order (eV/Å):
-0.761 -1.771 -1.666
-0.251 -1.980 0.038
0.782 0.097 1.363
0.407 0.358 -0.848
-1.323 -0.040 -0.458
-0.623 0.030 -0.190
0.048 -0.271 0.486
0.256 1.963 -0.341
-0.973 0.241 -0.582
0.364 -0.150 -0.165
-0.305 0.087 0.661
1.714 1.045 1.207
0.007 -0.356 2.091
1.188 0.517 -0.906
-0.529 0.230 -0.691

## Properties
- Charge: 0
- M: 113.1 g mol⁻¹
- Orbital gap: 10.51 eV
- Relative energy (zero: lowest compared OMol25 entry of this formula, charge and spin): 121.5 kcal/mol
- F_max: 2.55 eV/A
- Total energy: -395.95477 a.u.

---

Below is C11H11BrN2O in the gas phase in a non-equilibrium geometry, with properties calculated with wB97M-V/def2-TZVPD.

Last column: Mulliken charge in e.
Element x y z (Å)
C  -2.236  -1.264  2.599  -0.456
C  -0.931  -0.900  2.578  -0.788
C  -2.985  -1.281  1.365  -0.847
C  -0.318  -0.401  1.420  -0.158
C  -2.283  -1.157  0.206  -0.407
C  -0.972  -0.700  0.194  0.404
C  1.157  -0.017  -1.185  0.005
C  -0.799  1.162  -1.669  0.156
C  -0.317  -0.220  -1.136  1.370
C  2.085  -1.184  -0.809  -1.459
C  0.449  3.137  -2.461  -0.854
N  1.514  1.113  -1.684  -0.921
N  0.376  1.808  -1.986  0.614
O  -1.927  1.656  -1.781  -0.673
Br  -0.751  -1.418  -2.557  -0.022
H  -2.777  -1.593  3.426  0.436
H  -0.251  -0.857  3.392  0.387
H  -3.957  -1.523  1.369  0.512
H  0.743  0.003  1.574  0.333
H  -2.767  -1.295  -0.714  0.390
H  2.065  -2.078  -1.549  0.248
H  1.881  -1.688  0.106  0.357
H  3.006  -0.747  -0.766  0.509
H  0.722  3.769  -1.552  0.300
H  1.367  3.223  -3.201  0.244
H  -0.575  3.474  -2.848  0.319

Forces on the atoms, in the same order (eV/Å):
-1.592 -0.036 -2.680
1.179 1.263 -0.542
4.581 0.087 2.034
0.459 -1.176 -0.846
0.377 0.811 0.069
1.915 2.064 0.181
0.551 -1.818 0.473
-1.173 1.262 0.141
-1.247 0.619 0.875
-2.121 -0.829 -2.225
1.338 2.120 -0.177
0.202 -1.092 0.572
-1.435 -0.919 -0.160
1.983 -1.290 0.272
-0.183 -0.766 -0.881
-0.374 -0.293 1.618
-0.174 -0.209 1.270
-3.386 -0.847 0.017
-1.745 -0.550 -0.853
-0.628 -0.169 -1.183
0.011 1.891 0.710
-0.554 0.165 1.024
2.899 0.672 0.043
-0.388 -0.258 -1.267
-2.222 -0.073 1.191
1.724 -0.630 0.324

## Properties
- Charge: 0
- M: 267.1 g mol⁻¹
- Orbital gap: 9.06 eV
- Relative energy (zero: lowest compared OMol25 entry of this formula, charge and spin): 0.0 kcal/mol
- F_max: 5.01 eV/A
- Total energy: -3184.47201 a.u.

---

Below is C7H8ClNO in the gas phase in a non-equilibrium geometry, with properties calculated with wB97M-V/def2-TZVPD.

Last column: Mulliken charge in e.
Element x y z (Å)
C  1.551  -1.142  0.335  -0.514
C  0.344  -1.917  0.039  0.349
C  -1.026  -0.365  1.133  -0.187
C  -0.774  -0.164  -1.271  -0.473
C  1.836  0.009  -0.238  -0.023
C  -0.868  0.502  -0.086  0.660
C  -1.137  1.945  0.009  -1.314
N  -0.581  -1.592  1.096  -0.668
O  -0.347  -1.434  -1.246  -0.394
Cl  3.316  0.831  0.380  -0.219
H  2.159  -1.583  1.135  0.318
H  0.526  -3.033  -0.187  0.322
H  -1.765  -0.037  1.846  0.420
H  -0.969  0.201  -2.275  0.388
H  1.310  0.687  -0.956  0.308
H  -0.259  2.625  -0.132  0.242
H  -1.343  2.189  1.013  0.432
H  -1.973  2.280  -0.594  0.351

Forces on the atoms, in the same order (eV/Å):
0.900 -0.413 -0.534
-2.749 0.237 -0.873
0.144 1.338 -3.523
0.886 -2.507 -3.605
1.385 1.668 0.599
-1.616 0.357 5.684
0.938 0.726 -0.082
0.353 -1.331 0.905
1.051 -0.506 -0.184
-0.726 -0.205 -0.443
-0.009 0.390 -0.518
-0.533 1.818 0.734
0.395 0.110 0.744
0.056 0.183 0.255
0.626 -1.310 0.589
-0.382 -0.702 -0.692
-0.709 0.100 1.388
-0.012 0.047 -0.442

## Properties
- Charge: 0
- M: 157.6 g mol⁻¹
- <S²>: 2.013
- Orbital gap (alpha / beta): 6.60 / 7.15 eV
- F_max: 5.92 eV/A
- Total energy: -861.51251 a.u.
- Multiplicity: 3